The following is a DFT calculation (ωB97M-V with the def2-TZVPD basis set) of C24H23IN9O2S4SbTa as an isolated structure.

Computed properties:
E_LUMO = -3.70 eV
Orbital gap = 6.87 eV
HOMO level = -10.57 eV

ORCA input file:
```
! RIJCOSX wB97M-V def2-TZVPD def2/J DEFGRID3
* xyz 1 1
Ta -1.0605 1.3308 0.5010
C 1.7508 0.7449 -2.9421
C 1.3680 -0.5483 -2.3002
N 2.0362 -1.6191 -2.6894
C 1.8039 -2.7979 -2.1292
C 0.8656 -2.9969 -1.1367
C 0.7189 -4.3431 -0.4630
O 0.7058 -4.2384 0.9518
C 0.1007 -1.8851 -0.7276
C -0.9505 -2.1313 0.2485
N -1.3816 -1.3098 1.1276
C -2.2642 -1.8297 2.1032
C -2.0091 -3.0719 2.6905
C -2.8572 -3.5873 3.6564
C -3.9691 -2.8665 4.0713
C -4.2299 -1.6265 3.5153
C -3.3832 -1.1235 2.5366
I -3.8483 0.7303 1.6070
C 0.3668 -0.6376 -1.3069
O -0.3233 0.4334 -0.9479
H 2.5765 0.5617 -3.6235
H 2.0610 1.4699 -2.1857
H 0.9146 1.1836 -3.4913
H 2.4049 -3.6266 -2.4912
H 1.5173 -4.9941 -0.8036
H -0.2251 -4.8100 -0.7397
H 1.5909 -4.3963 1.2948
H -1.3561 -3.1398 0.2291
H -1.1205 -3.6157 2.3982
H -2.6546 -4.5565 4.0855
H -4.6359 -3.2717 4.8220
H -5.0975 -1.0515 3.8217
N 1.6797 0.5081 1.0839
C 2.6728 1.5242 0.8278
C 3.9855 1.3313 1.1753
C 4.9550 2.3231 0.9680
C 4.6003 3.5088 0.3924
C 3.2705 3.7331 -0.0190
C 2.8869 4.9311 -0.6618
C 1.6087 5.0662 -1.1076
C 0.7026 4.0267 -0.8620
N 0.9951 2.9200 -0.2150
C 2.2823 2.7343 0.2017
H 1.5475 0.4527 2.0862
H 2.0374 -0.3891 0.7787
H 4.2751 0.3962 1.6336
H 5.9768 2.1416 1.2726
H 5.3344 4.2902 0.2265
H 3.6199 5.7231 -0.7947
H 1.2637 5.9613 -1.6141
H -0.3096 4.1320 -1.2180
S -3.5554 4.0976 3.4563
Sb -1.6630 3.9626 2.2489
S -0.6103 1.7382 2.7599
S -2.2962 3.2249 -0.1196
S 0.0931 5.3535 2.0175
N -2.1686 -2.6609 -3.4483
N -2.6009 -1.4793 -2.9228
N -2.9590 -0.4737 -3.6668
C -3.1651 0.4740 -2.7576
N -2.9299 0.0306 -1.5264
N -2.5785 -1.2301 -1.6486
H -2.4959 -2.7731 -4.3913
H -2.3636 -3.4330 -2.8372
H -3.5063 1.4742 -3.0009
*
```

***

The following is a DFT calculation (ωB97M-V with the def2-TZVPD basis set) of C30H24BrNOP2S2V as an isolated structure.

Computed properties:
E_LUMO (spin up / spin down) = 0.08 / 0.09 eV
Orbital gap (spin up / spin down) = 6.68 / 7.20 eV
HOMO level (spin up / spin down) = -6.60 / -7.11 eV
⟨S²⟩ = 3.767

ORCA input file:
```
! RIJCOSX wB97M-V def2-TZVPD def2/J DEFGRID3
* xyz 0 4
V -0.2636 0.2654 0.0446
S -0.1788 2.4781 -1.2119
P 0.3751 1.0643 -2.5735
C -0.1042 -0.4584 -2.0447
P -1.7142 -0.9511 -2.0504
S -2.5016 -0.7842 -0.1708
C -1.8845 -2.6841 -2.5742
C -0.8609 -3.2578 -3.3207
C -0.9863 -4.5595 -3.7916
C -2.1334 -5.2878 -3.5119
C -3.1539 -4.7184 -2.7592
C -3.0309 -3.4199 -2.2907
C -2.8120 -0.0643 -3.2075
C -2.8678 -0.4358 -4.5490
C -3.6191 0.3065 -5.4478
C -4.3225 1.4210 -5.0117
C -4.2677 1.7968 -3.6771
C -3.5122 1.0591 -2.7763
C -0.0974 1.5584 -4.2599
C -0.8691 2.6823 -4.5172
C -1.2100 3.0026 -5.8267
C -0.7786 2.2048 -6.8744
C -0.0067 1.0767 -6.6197
C 0.3310 0.7532 -5.3163
C 2.1962 1.0905 -2.6481
C 2.8549 2.2690 -2.9953
C 4.2388 2.3073 -3.0354
C 4.9742 1.1685 -2.7246
C 4.3222 -0.0052 -2.3796
C 2.9323 -0.0470 -2.3449
H 0.0328 -2.6718 -3.5030
H -0.1878 -5.0048 -4.3717
H -2.2330 -6.3031 -3.8753
H -4.0454 -5.2915 -2.5370
H -3.8195 -2.9730 -1.6967
H -2.3233 -1.3079 -4.8918
H -3.6540 0.0152 -6.4901
H -4.9108 1.9981 -5.7146
H -4.8134 2.6676 -3.3351
H -3.4623 1.3477 -1.7345
H -1.2060 3.2949 -3.6898
H -1.8183 3.8761 -6.0259
H -1.0449 2.4582 -7.8932
H 0.3297 0.4523 -7.4379
H 0.9310 -0.1256 -5.1059
H 2.2765 3.1569 -3.2247
H 4.7473 3.2241 -3.3066
H 6.0563 1.1999 -2.7545
H 4.8955 -0.8928 -2.1416
H 2.3990 -0.9535 -2.0851
O -0.0596 -1.1332 6.0971
C -0.0349 -1.0566 4.7561
C -0.7566 -1.9172 3.9296
C -0.6840 -1.7437 2.5658
N 0.0823 -0.7989 1.9999
C 0.7711 -0.0113 2.8142
Br 1.8119 1.2955 1.9081
C 0.7532 -0.0615 4.1868
H -0.6398 -1.8471 6.3831
H -1.3814 -2.6962 4.3476
H -1.2597 -2.3519 1.8812
H 1.3175 0.6236 4.8003
*
```

***

The following is a DFT calculation (ωB97M-V with the def2-TZVPD basis set) of C11H16N2O4PbS as an isolated structure.

Computed properties:
E_LUMO = -7.55 eV
Orbital gap = 8.05 eV
HOMO level = -15.60 eV

ORCA input file:
```
! RIJCOSX wB97M-V def2-TZVPD def2/J DEFGRID3
* xyz 2 1
Pb -0.1243 0.8200 -2.2959
C -0.1660 2.4532 -0.1171
O -0.3197 3.1944 0.7461
C -0.1244 3.3230 -3.4495
O -0.1301 4.3751 -3.8836
C -2.8277 1.0281 -2.4000
O -3.9626 1.1211 -2.3298
C 2.5420 1.0484 -2.3860
O 3.6779 1.1342 -2.3134
C -0.1169 -0.7997 -4.3107
H 0.8177 -1.3687 -4.1924
H -1.0512 -1.3626 -4.1593
C -0.1217 0.4582 -4.8916
H -1.0566 0.9284 -5.2320
H 0.8098 0.9349 -5.2325
C -2.0064 -1.5634 3.5414
C -0.8688 -2.0231 2.6501
N -0.9960 -1.3521 1.3160
C 0.0938 -1.0855 0.5412
S 0.2318 -1.6602 -1.0665
N 1.0585 -0.2919 1.0145
C 1.0658 0.4263 2.3067
C 2.2618 0.0036 3.1307
H -2.0359 -0.4720 3.6271
H -1.8829 -1.9793 4.5438
H -2.9737 -1.8994 3.1539
H 0.1132 -1.8020 3.0902
H -0.9352 -3.1141 2.5005
H -1.7511 -1.7774 0.7663
H 1.8665 -0.1566 0.3951
H 1.1147 1.5019 2.1014
H 0.1068 0.2364 2.8024
H 3.1969 0.2606 2.6221
H 2.2352 0.5334 4.0845
H 2.2588 -1.0731 3.3266
*
```